[1]
DFT (ωB97M-V with the def2-TZVPD basis set) results for the ion C3H8N with charge +1.

For the highest occupied orbital energy, the calculation gives -14.985 eV. The calculation puts the relative energy (zero: lowest compared OMol25 entry of this formula, charge and spin) at 100.27 kJ/mol. As for the LUMO energy: -3.9 eV. The structure (SMILES) is C/C=C/[NH3+]. For the orbital gap, the calculation gives 11.09 eV. Its energy is -4722.38783 eV.

```
! wB97M-V def2-TZVPD RIJCOSX def2/J DEFGRID3
* xyz 1 1
C 0.16826 -0.55492 -0.10922
C 0.88114 -1.81446 0.29879
C -0.71610 0.37968 0.32868
N -0.70200 1.69663 -0.34549
H 0.55337 -0.12495 -1.07264
H 1.26145 -1.58789 1.25202
H 0.26015 -2.63599 0.35894
H 1.76638 -1.82263 -0.36445
H -1.36936 0.33061 1.13550
H -1.09971 2.52776 0.20452
H -1.23680 1.56998 -1.19619
H 0.23321 2.03618 -0.49047
*
```

[2]
DFT (ωB97M-V with the def2-TZVPD basis set) results for a cluster of 3 separate species, C3H8N in total.

For the highest occupied orbital energy, the calculation gives -11.226 eV. The calculation puts the relative energy (zero: lowest compared OMol25 entry of this formula, charge and spin) at 814.78 kJ/mol. As for the LUMO energy: -8.3 eV. For the orbital gap, the calculation gives 2.96 eV. Its energy is -4714.98240 eV.

```
! wB97M-V def2-TZVPD RIJCOSX def2/J DEFGRID3
* xyz 1 1
C -2.59082 5.51115 -1.52521
C -3.04590 5.34641 -0.14747
C -4.23788 4.50620 0.03370
N -4.41133 3.41343 -0.60579
H -1.68365 6.11247 -1.50240
H -3.45307 6.03495 -2.00344
H -2.20811 4.62349 -2.05951
H -2.87124 5.95859 0.73454
H -5.05172 4.80570 0.69169
H -5.20282 2.89959 -0.20763
H 17.29952 -24.61399 4.17882
H 17.45702 -24.59800 2.41271
*
```

[3]
DFT (ωB97M-V with the def2-TZVPD basis set) results for the ion C3H8N with charge +2.

For the highest occupied orbital energy (spin up / spin down), the calculation gives -22.241 / -24.454 eV. The calculation puts the relative energy (zero: lowest compared OMol25 entry of this formula, charge and spin) at 12.41 kJ/mol. As for the LUMO energy (spin up / spin down): -11.5 / -14.4 eV. For the orbital gap (spin up / spin down), the calculation gives 10.75 / 10.09 eV. Its energy is -4708.28457 eV.

```
! wB97M-V def2-TZVPD RIJCOSX def2/J DEFGRID3
* xyz 2 2
C 0.53691 1.23240 0.22662
C -0.16721 -0.00181 -0.00487
C -1.56729 -0.07198 -0.10554
N 0.64882 -1.21706 -0.16320
H 0.28958 2.01146 -0.51028
H 0.23900 1.64639 1.20854
H 1.61966 1.09384 0.25997
H -2.14853 -0.93414 0.22777
H -2.08610 0.81292 -0.48767
H 1.36368 -1.28915 0.58575
H 1.16973 -1.19182 -1.06196
H 0.10175 -2.09105 -0.17514
*
```

[4]
DFT (ωB97M-V with the def2-TZVPD basis set) results for an isolated molecule of C3H8N2.

For the highest occupied orbital energy (spin up / spin down), the calculation gives -7.997 / -6.964 eV. The calculation puts the relative energy (zero: lowest compared OMol25 entry of this formula, charge and spin) at 582.16 kJ/mol. As for the LUMO energy (spin up / spin down): 1.1 / 0.6 eV. For the orbital gap (spin up / spin down), the calculation gives 9.06 / 7.54 eV. Its energy is -6215.81318 eV.

```
! wB97M-V def2-TZVPD RIJCOSX def2/J DEFGRID3
* xyz 0 1
C -1.60027 0.03623 -0.27066
C -1.42339 0.54422 1.15940
C 1.91430 -0.30017 -0.13937
N -0.27308 -0.16285 -0.70440
N 0.56187 -0.36986 0.30533
H -2.12894 -0.90747 -0.38865
H -2.17534 0.81066 -0.96635
H -1.20076 -0.23997 1.93329
H -0.74765 1.40524 1.11352
H 2.27233 0.35682 -0.94252
H 2.47819 0.04950 0.79293
H 2.34916 -1.33197 -0.23156
H -0.02642 0.10962 -1.66097
*
```

[5]
DFT (ωB97M-V with the def2-TZVPD basis set) results for an isolated molecule of C3H8N2.

For the highest occupied orbital energy, the calculation gives -8.488 eV. The calculation puts the relative energy (zero: lowest compared OMol25 entry of this formula, charge and spin) at 253.22 kJ/mol. As for the LUMO energy: 1.0 eV. The structure (SMILES) is N[C@@H]1C[C@@H]1N. For the orbital gap, the calculation gives 9.51 eV. Its energy is -6219.22236 eV.

```
! wB97M-V def2-TZVPD RIJCOSX def2/J DEFGRID3
* xyz 0 1
C 0.54174 -0.19260 -0.63058
C -0.26011 -1.31256 0.03441
C 0.26909 -0.07560 0.77700
H 0.01837 1.62038 -1.54245
H -0.13764 0.13833 -2.43234
H 1.51640 -0.49020 -0.97239
H 0.29080 -2.21730 0.32267
H -1.31078 -1.33858 -0.10847
H 1.12137 -0.24210 1.45350
H -0.81910 0.77781 2.30250
H -0.24631 1.84762 1.02098
N -0.23888 0.56809 -1.49206
N -0.74495 0.91672 1.26725
*
```

[6]
DFT (ωB97M-V with the def2-TZVPD basis set) results for a cluster of 2 separate species, C3H8N2 in total.

For the highest occupied orbital energy, the calculation gives -8.454 eV. The calculation puts the relative energy (zero: lowest compared OMol25 entry of this formula, charge and spin) at 330.65 kJ/mol. As for the LUMO energy: 1.0 eV. The structure (SMILES) is C=CN.C=N. For the orbital gap, the calculation gives 9.46 eV. Its energy is -6218.41986 eV.

```
! wB97M-V def2-TZVPD RIJCOSX def2/J DEFGRID3
* xyz 0 1
C 2.46205 0.55194 0.80733
N 2.78554 1.47751 0.01285
H 1.80260 0.70755 1.68923
H 2.67994 -0.53332 0.78307
H 3.74956 1.33668 -0.30134
C -1.66176 -1.89357 -0.11252
C -2.19263 -0.68905 -0.33161
N -1.50402 0.54853 -0.32500
H -0.72711 -2.01630 0.42710
H -2.35888 -2.71678 -0.25206
H -3.26681 -0.59225 -0.39409
H -0.60524 0.38723 -0.75986
H -1.98414 1.24772 -0.86987
*
```

[7]
DFT (ωB97M-V with the def2-TZVPD basis set) results for an isolated molecule of C3H8N2O.

For the highest occupied orbital energy, the calculation gives -9.309 eV. The calculation puts the relative energy (zero: lowest compared OMol25 entry of this formula, charge and spin) at 73.88 kJ/mol. As for the LUMO energy: 0.9 eV. The structure (SMILES) is CNC(=O)CN. For the orbital gap, the calculation gives 10.21 eV. Its energy is -8268.56031 eV.

```
! wB97M-V def2-TZVPD RIJCOSX def2/J DEFGRID3
* xyz 0 1
N -0.11393 -1.26471 -1.66669
C 0.40213 -1.46195 -0.32547
C 0.07203 -0.32523 0.66983
N -0.21177 0.87954 0.09271
C -0.34788 2.04757 0.97228
O -0.05068 -0.61940 1.84486
H -1.07222 -1.55773 -1.77422
H 0.43593 -1.77674 -2.33498
H 1.49841 -1.45830 -0.40691
H 0.15703 -2.41670 0.14494
H 0.40185 0.96867 -0.70783
H -0.76770 2.84090 0.35684
H 0.63128 2.33366 1.35750
H -1.03449 1.81042 1.77713
*
```

[8]
DFT (ωB97M-V with the def2-TZVPD basis set) results for a cluster of 2 separate species, C3H8N2O in total.

For the highest occupied orbital energy, the calculation gives -9.305 eV. The calculation puts the relative energy (zero: lowest compared OMol25 entry of this formula, charge and spin) at 252.44 kJ/mol. As for the LUMO energy: 0.8 eV. The structure (SMILES) is NCC=O.C=N. For the orbital gap, the calculation gives 10.15 eV. Its energy is -8266.70962 eV.

```
! wB97M-V def2-TZVPD RIJCOSX def2/J DEFGRID3
* xyz 0 1
C -1.36895 -2.84942 0.24660
N -0.57658 -2.59415 1.22003
H -2.02796 -2.06817 -0.13886
H -1.57695 -3.83665 -0.19316
H -0.21496 -3.48465 1.65373
O 0.02920 2.68754 -1.51128
C 0.78048 2.18812 -0.69604
C 0.22379 1.16268 0.30192
N 0.99820 -0.08926 0.26950
H 1.90523 2.40272 -0.71026
H 0.27341 1.57870 1.32414
H -0.84309 0.98612 -0.01516
H 0.81391 -0.63371 1.12837
H 0.67356 -0.66919 -0.50020
*
```

[9]
DFT (ωB97M-V with the def2-TZVPD basis set) results for an isolated molecule of C3H8N2O.

For the highest occupied orbital energy, the calculation gives -8.703 eV. The calculation puts the relative energy (zero: lowest compared OMol25 entry of this formula, charge and spin) at 350.54 kJ/mol. As for the LUMO energy: 1.0 eV. The structure (SMILES) is C=NNCCO. For the orbital gap, the calculation gives 9.67 eV. Its energy is -8265.69291 eV.

```
! wB97M-V def2-TZVPD RIJCOSX def2/J DEFGRID3
* xyz 0 1
C -1.82267 -0.27205 -0.20553
C -0.89751 0.84608 0.36675
C 2.49481 -0.56575 0.00531
H -0.36536 -1.53885 -0.18150
H -1.83728 -0.06284 -1.32586
H -2.91893 -0.09757 0.06723
H -1.05608 1.85478 -0.14655
H -0.92137 0.94206 1.52613
H 0.99109 1.53949 -0.23875
H 2.99714 -1.43519 0.24784
H 2.94914 0.36555 -0.36746
N 0.52038 0.53807 -0.11359
N 1.20292 -0.57106 0.18259
O -1.33630 -1.54273 0.18340
*
```

[10]
DFT (ωB97M-V with the def2-TZVPD basis set) results for a cluster of 2 separate species, C3H8N2O in total.

For the highest occupied orbital energy, the calculation gives -9.472 eV. The calculation puts the relative energy (zero: lowest compared OMol25 entry of this formula, charge and spin) at 152.56 kJ/mol. As for the LUMO energy: 0.9 eV. The structure (SMILES) is CN=C=O.CN. For the orbital gap, the calculation gives 10.39 eV. Its energy is -8267.74481 eV.

```
! wB97M-V def2-TZVPD RIJCOSX def2/J DEFGRID3
* xyz 0 1
C -1.79809 -1.63075 0.40435
N -0.64788 -0.76820 0.17688
C 0.49249 1.90399 -0.35957
C 0.49069 -1.21956 0.21001
O 1.49082 -1.83836 0.27113
N 1.49403 0.85427 -0.27672
H -1.50484 -2.67840 0.53662
H -2.33031 -1.29454 1.30133
H -2.47654 -1.55681 -0.45026
H 0.85444 2.83338 -0.82027
H -0.36630 1.52534 -0.92215
H 0.13196 2.12144 0.64963
H 1.97779 0.71234 -1.15567
H 2.19173 1.03585 0.43470
*
```

[11]
DFT (ωB97M-V with the def2-TZVPD basis set) results for a cluster of 2 separate species, C3H8N2O in total.

For the highest occupied orbital energy, the calculation gives -8.715 eV. The calculation puts the relative energy (zero: lowest compared OMol25 entry of this formula, charge and spin) at 247.53 kJ/mol. As for the LUMO energy: 0.9 eV. The structure (SMILES) is C=CN.NC=O. For the orbital gap, the calculation gives 9.66 eV. Its energy is -8266.76052 eV.

```
! wB97M-V def2-TZVPD RIJCOSX def2/J DEFGRID3
* xyz 0 1
C -1.47628 -1.07117 -1.08547
C -1.50049 -0.27427 0.05061
N -2.20852 -0.48353 1.21158
H -1.68600 -2.14904 -1.27215
H -0.70574 -0.84829 -1.83814
H -1.01404 0.70697 -0.17405
H -3.00228 0.12233 1.48421
H -2.16975 -1.32094 1.70635
C 1.83307 1.08157 0.49796
N 2.70192 0.50014 -0.46029
O 2.18551 1.36425 1.63470
H 0.79651 1.13761 -0.00074
H 2.55946 0.46896 -1.43615
H 3.68664 0.76543 -0.31842
*
```

[12]
DFT (ωB97M-V with the def2-TZVPD basis set) results for an isolated molecule of C3H8N2O.

For the highest occupied orbital energy, the calculation gives -9.245 eV. The calculation puts the relative energy (zero: lowest compared OMol25 entry of this formula, charge and spin) at 354.66 kJ/mol. As for the LUMO energy: 0.7 eV. The structure (SMILES) is [H]/N=C\N(O)CC. For the orbital gap, the calculation gives 9.92 eV. Its energy is -8265.65019 eV.

```
! wB97M-V def2-TZVPD RIJCOSX def2/J DEFGRID3
* xyz 0 1
C -1.47812 -0.46517 1.18780
C -0.37872 0.47548 0.61991
C 1.01580 0.89670 -1.38000
H -0.93051 -1.33272 1.61818
H -2.12228 0.12998 1.87396
H -2.04220 -0.93379 0.36742
H 0.38116 0.77862 1.41717
H -0.89005 1.35851 0.20166
H 0.20422 -2.01695 -0.47246
H 0.43504 1.77233 -1.59885
H 2.54062 -0.19050 -1.26812
N 0.23463 -0.02178 -0.62171
N 2.24316 0.77132 -1.75635
O 0.78725 -1.22203 -0.18862
*
```

[13]
DFT (ωB97M-V with the def2-TZVPD basis set) results for an isolated molecule of C3H8N2O.

For the highest occupied orbital energy, the calculation gives -8.902 eV. The calculation puts the relative energy (zero: lowest compared OMol25 entry of this formula, charge and spin) at 136.46 kJ/mol. As for the LUMO energy: 0.9 eV. The structure (SMILES) is [H]/N=C(\NC)OC. For the orbital gap, the calculation gives 9.82 eV. Its energy is -8267.91171 eV.

```
! wB97M-V def2-TZVPD RIJCOSX def2/J DEFGRID3
* xyz 0 1
C -2.21822 0.24020 -0.04021
N -1.08155 -0.25982 0.71830
C 0.26982 -0.20296 0.40952
O 0.57575 0.08753 -0.87035
N 1.23664 -0.43859 1.20666
C 2.00681 0.11896 -1.09591
H -2.32433 1.33438 -0.01006
H -3.13450 -0.18682 0.38903
H -2.15684 -0.08657 -1.07918
H -1.22237 -0.26470 1.71721
H 0.95247 -0.74811 2.12262
H 2.55379 -0.63797 -0.52360
H 2.13905 -0.04604 -2.16230
H 2.40349 1.09051 -0.78175
*
```

[14]
DFT (ωB97M-V with the def2-TZVPD basis set) results for an isolated molecule of C3H8N2O.

For the highest occupied orbital energy, the calculation gives -6.948 eV. The calculation puts the relative energy (zero: lowest compared OMol25 entry of this formula, charge and spin) at 313.45 kJ/mol. As for the LUMO energy: 0.7 eV. For the orbital gap, the calculation gives 7.65 eV. Its energy is -8266.07731 eV.

```
! wB97M-V def2-TZVPD RIJCOSX def2/J DEFGRID3
* xyz 0 1
C -1.03426 -0.50782 1.14102
N -0.49408 -0.22436 -0.24426
C -1.00121 1.09461 -0.71736
C 0.99002 -0.30991 -0.59868
O 1.34066 -0.15957 -1.74593
N 1.73189 -0.57124 0.47744
H -0.62052 -1.48431 1.43425
H -0.61305 0.28192 1.78249
H -0.91169 -0.92521 -0.85903
H -0.69438 1.27464 -1.74838
H -2.08365 1.07508 -0.60337
H -0.58492 1.85675 -0.05551
H 2.72576 -0.69650 0.37637
H 1.24946 -0.70407 1.36096
*
```

[15]
DFT (ωB97M-V with the def2-TZVPD basis set) results for an isolated molecule of C3H8N2O.

For the highest occupied orbital energy, the calculation gives -9.368 eV. The calculation puts the relative energy (zero: lowest compared OMol25 entry of this formula, charge and spin) at 105.30 kJ/mol. As for the LUMO energy: 0.9 eV. The structure (SMILES) is CNC(=O)CN. For the orbital gap, the calculation gives 10.22 eV. Its energy is -8268.23469 eV.

```
! wB97M-V def2-TZVPD RIJCOSX def2/J DEFGRID3
* xyz 0 1
N 0.13642 0.99927 -1.85706
C -0.56759 1.34469 -0.63811
C -0.75154 0.23897 0.37359
N -0.06893 -0.94057 0.22524
C 0.53065 -1.58201 1.38755
O -1.48486 0.45147 1.31656
H 0.78744 0.23049 -1.83807
H 0.58311 1.76015 -2.34109
H 0.00669 2.13759 -0.13828
H -1.57724 1.71362 -0.83681
H 0.34441 -1.08741 -0.67846
H -0.24396 -1.82589 2.10805
H 1.01533 -2.50515 1.07515
H 1.29006 -0.93523 1.84175
*
```

[16]
DFT (ωB97M-V with the def2-TZVPD basis set) results for an isolated molecule of C3H8N2O.

For the highest occupied orbital energy, the calculation gives -9.214 eV. The calculation puts the relative energy (zero: lowest compared OMol25 entry of this formula, charge and spin) at 161.84 kJ/mol. As for the LUMO energy: 1.0 eV. The structure (SMILES) is NCCNC=O. For the orbital gap, the calculation gives 10.17 eV. Its energy is -8267.64864 eV.

```
! wB97M-V def2-TZVPD RIJCOSX def2/J DEFGRID3
* xyz 0 1
C -0.13029 -0.69764 1.58661
N 0.93414 -0.06696 0.89447
C 0.90123 -0.27948 -0.57099
C -0.41335 0.22441 -1.19614
N -1.15515 1.21595 -0.47279
O -0.59563 -1.76674 1.31540
H -0.54321 -0.06664 2.39240
H 1.85446 -0.33195 1.21808
H 1.78931 0.23185 -0.94424
H 0.98999 -1.34862 -0.78897
H -1.06311 -0.62946 -1.38676
H -0.21664 0.62737 -2.19128
H -0.57337 1.96475 -0.11879
H -1.77839 0.92317 0.26299
*
```

[17]
DFT (ωB97M-V with the def2-TZVPD basis set) results for a structure of composition C3H8N2O.

For the highest occupied orbital energy (spin up / spin down), the calculation gives -7.206 / -7.205 eV. The calculation puts the relative energy (zero: lowest compared OMol25 entry of this formula, charge and spin) at 795.30 kJ/mol. As for the LUMO energy (spin up / spin down): 0.2 / 0.2 eV. For the orbital gap (spin up / spin down), the calculation gives 7.44 / 7.44 eV. Its energy is -8261.08337 eV.

```
! wB97M-V def2-TZVPD RIJCOSX def2/J DEFGRID3
* xyz 0 1
C 0.59070 -0.01367 0.16494
C -0.62604 1.35565 1.51043
N 1.13652 -1.14178 -1.35018
C -0.61065 0.40025 -0.37064
O 0.96845 -2.48698 -0.81096
N -1.32383 0.71605 -1.29840
H 1.87926 -2.80499 -0.75154
H 0.46792 -1.17139 -2.12588
H -2.34084 0.70307 -1.29237
H 1.42934 0.66696 0.12731
H 0.56392 -0.83518 0.86872
H -1.51074 0.87540 1.92453
H -0.81395 2.37426 1.17444
H 0.18993 1.36235 2.22959
*
```